Entry 1:
31
Properties=species:S:1:pos:R:3 method="wB97M-V/def2-TZVPD" de_lowest_kcal_mol=18.2 charge=+2 e_homo_ev=-15.17 total_energy_ev=-29153.8264
Zr -2.135 1.472 -2.030
O 0.540 -0.694 -4.481
C -0.139 0.208 -3.775
O -1.389 0.325 -3.791
C 0.710 1.063 -2.947
C 2.081 0.976 -2.711
C 2.584 1.571 -1.561
C 1.780 2.367 -0.730
C 0.445 2.577 -1.106
N -0.045 1.901 -2.167
C -0.627 3.099 -0.284
O -0.277 3.497 0.872
O -1.841 2.966 -0.702
H -0.147 -1.251 -4.996
H 2.666 0.542 -3.524
H 3.656 1.486 -1.312
H 2.209 2.881 0.130
N 0.016 -3.294 6.007
C -0.054 -3.077 4.893
C -0.214 -2.452 3.594
C -0.593 -3.200 2.478
C -0.813 -2.614 1.298
C -0.997 -1.166 1.295
C -0.673 -0.395 2.445
C -0.357 -1.027 3.603
C -1.390 -0.504 0.150
C -2.071 -0.023 -0.736
H -0.764 -4.287 2.742
H -1.205 -3.177 0.437
H -0.725 0.678 2.376
H -0.232 -0.447 4.533


Entry 2:
10
Properties=species:S:1:pos:R:3 method="wB97M-V/def2-TZVPD" de_lowest_kcal_mol=39.1 e_homo_ev=-10.54 total_energy_ev=-10791.0069 smiles="[H]/N=C(/C=O)OC=O"
N -0.895 -0.807 -1.590
C -0.296 -0.231 -0.653
O -0.961 0.152 0.509
C -0.281 0.233 1.682
O 0.870 -0.050 1.845
C 1.136 0.240 -0.880
O 1.364 1.399 -1.093
H -1.873 -0.978 -1.357
H -0.975 0.585 2.457
H 1.912 -0.541 -0.920


Entry 3:
71
Properties=species:S:1:pos:R:3 method="wB97M-V/def2-TZVPD" de_lowest_kcal_mol=14.9 charge=-1 e_homo_ev=-4.44 total_energy_ev=-81628.4234
Sr -0.195 -0.439 0.287
C 1.975 -2.990 0.350
N 0.965 -2.538 -0.607
C 1.590 -2.257 -1.904
C 0.743 -1.478 -2.903
N 0.316 -0.211 -2.335
C -0.392 0.631 -3.114
C -0.588 0.627 -4.513
F -0.058 -0.351 -5.281
C -1.309 1.608 -5.177
F -1.441 1.530 -6.508
C -1.880 2.670 -4.505
F -2.558 3.628 -5.164
C -1.730 2.723 -3.124
F -2.274 3.728 -2.426
C -1.030 1.734 -2.485
F -0.949 1.805 -1.126
C -0.162 -3.493 -0.687
C -1.157 -3.468 0.485
N -1.854 -2.195 0.508
C -2.886 -1.973 1.334
C -3.435 -0.662 1.347
F -2.856 0.276 0.536
C -4.492 -0.268 2.128
F -4.941 0.996 2.074
C -5.100 -1.179 2.983
F -6.145 -0.812 3.757
C -4.604 -2.469 3.018
F -5.170 -3.369 3.839
C -3.536 -2.854 2.226
F -3.127 -4.139 2.342
H 2.382 -3.963 0.032
H 1.539 -3.079 1.346
H 2.784 -2.260 0.395
H 1.926 -3.203 -2.363
H 2.492 -1.677 -1.689
H -0.119 -2.081 -3.222
H 1.371 -1.374 -3.797
H 0.258 -4.508 -0.780
H -0.718 -3.274 -1.600
H -0.631 -3.678 1.426
H -1.831 -4.319 0.320
C 2.464 3.274 -2.747
C 3.514 2.594 -1.955
N 4.792 2.750 -2.094
N 5.330 1.909 -1.158
C 4.418 1.228 -0.436
S 4.676 0.096 0.757
N 3.235 1.690 -0.959
N 1.976 1.260 -0.574
H 2.942 3.922 -3.477
H 1.817 3.875 -2.105
H 1.831 2.549 -3.261
H 6.323 1.814 -1.052
H 1.487 2.032 -0.130
H 1.470 0.850 -1.383
C 0.198 2.747 4.020
C 0.106 1.579 3.082
N -0.183 1.749 1.835
O -0.310 3.130 1.513
C 0.307 0.236 3.642
C 0.422 0.004 5.116
N 0.361 -0.753 2.785
O 0.509 -1.959 3.184
H 0.790 3.553 3.590
H 0.633 2.449 4.967
H -0.799 3.154 4.203
H -0.843 3.103 0.709
H -0.330 0.548 5.691
H 1.402 0.285 5.515
H 0.291 -1.062 5.293


Entry 4:
133
Properties=species:S:1:pos:R:3 method="wB97M-V/def2-TZVPD" de_lowest_kcal_mol=124.9 charge=-1 e_homo_ev=-7.14 total_energy_ev=-142716.7068
As -2.262 0.930 -0.434
F -3.772 1.567 -1.092
F -3.107 0.526 1.073
F -0.814 0.331 0.301
F -1.379 1.123 -1.996
F -1.691 2.588 0.093
F -2.538 -0.752 -0.938
C -5.878 -1.634 4.918
C -4.906 -2.727 4.383
C -4.965 -4.042 5.202
O -4.559 -3.677 6.504
C -3.168 -3.504 6.686
N -5.270 -2.911 2.973
H -6.881 -1.995 4.688
H -5.673 -0.763 4.296
H -5.933 -1.457 5.992
H -3.915 -2.280 4.465
H -4.249 -4.808 4.905
H -5.938 -4.512 5.062
H -3.039 -3.624 7.761
H -3.018 -2.434 6.547
H -2.387 -4.143 6.275
H -4.631 -3.628 2.662
H -4.936 -2.069 2.527
C 6.834 2.195 5.773
C 6.165 3.240 4.931
C 5.065 2.664 4.025
O 5.544 1.909 2.926
C 4.559 1.274 2.124
N 5.605 4.070 5.927
H 7.598 2.578 6.450
H 7.167 1.358 5.158
H 6.225 1.799 6.586
H 6.851 3.916 4.421
H 4.320 3.396 3.713
H 4.497 1.936 4.604
H 3.750 1.828 1.648
H 4.111 0.483 2.726
H 4.925 0.757 1.237
H 6.190 4.605 6.552
H 4.850 3.630 6.433
C 3.997 -2.253 6.370
C 3.131 -3.389 6.718
C 2.625 -4.170 5.570
O 1.904 -3.287 4.617
C 1.154 -3.992 3.691
N 3.833 -4.225 7.698
H 3.391 -1.533 5.820
H 4.835 -2.526 5.729
H 4.436 -1.796 7.257
H 2.247 -2.928 7.158
H 1.918 -4.952 5.845
H 3.430 -4.594 4.970
H 0.712 -3.250 3.026
H 0.352 -4.598 4.114
H 1.775 -4.443 2.917
H 3.332 -5.048 8.002
H 4.603 -4.669 7.219
C -4.941 3.012 -5.785
C -5.453 3.039 -7.295
C -6.148 1.752 -7.721
O -5.418 0.578 -7.252
C -4.291 0.176 -8.059
N -6.271 4.229 -7.389
H -4.156 2.262 -5.692
H -5.737 2.551 -5.199
H -4.497 3.975 -5.535
H -4.665 3.117 -8.043
H -6.436 1.740 -8.773
H -7.099 1.632 -7.201
H -3.742 -0.565 -7.478
H -3.738 1.025 -8.462
H -4.510 -0.420 -8.945
H -6.815 4.100 -8.230
H -6.999 4.095 -6.702
C 0.659 8.728 -0.321
C 0.342 7.498 -1.064
C 1.377 6.425 -1.196
O 2.566 7.015 -1.672
C 3.520 6.011 -1.909
N -0.855 7.077 -0.419
H 1.492 9.249 -0.794
H 1.021 8.443 0.667
H -0.134 9.476 -0.332
H 0.036 7.889 -2.035
H 0.986 5.570 -1.747
H 1.550 6.145 -0.157
H 3.735 5.448 -1.002
H 4.425 6.525 -2.233
H 3.110 5.348 -2.671
H -0.782 7.129 0.587
H -0.848 6.069 -0.481
C 5.485 -5.013 -4.663
C 5.067 -3.523 -4.760
C 4.360 -3.206 -3.483
O 4.057 -1.860 -3.373
C 2.905 -1.615 -2.583
N 6.348 -2.785 -4.961
H 6.279 -5.072 -3.919
H 5.967 -5.360 -5.577
H 4.671 -5.646 -4.308
H 4.471 -3.277 -5.639
H 4.870 -3.612 -2.609
H 3.428 -3.751 -3.630
H 2.567 -0.579 -2.569
H 3.193 -1.895 -1.570
H 2.117 -2.361 -2.692
H 6.246 -2.004 -4.329
H 6.235 -2.336 -5.858
C -6.848 -3.039 -4.505
O -7.396 -3.640 -3.634
N -6.976 -3.173 -5.791
N -5.851 -2.219 -4.358
H -6.521 -2.451 -6.333
H -7.810 -3.650 -6.102
H -5.355 -1.704 -5.070
H -5.703 -2.154 -3.361
C -0.283 -3.907 -5.130
O -0.709 -4.730 -4.402
N 0.384 -4.145 -6.151
N -0.560 -2.635 -5.023
H 0.532 -5.123 -6.355
H 0.593 -3.476 -6.878
H -0.189 -1.879 -5.581
H -0.981 -2.408 -4.133
C -0.185 1.549 4.854
O 0.227 1.730 5.969
N -0.012 0.408 4.169
N -0.892 2.502 4.237
H -0.203 0.360 3.179
H 0.406 -0.427 4.554
H -0.808 3.400 4.691
H -1.429 2.276 3.412